Formula: C46H94N5O14
Source: the OMol25 dataset
Level of theory: ωB97M-V/def2-TZVPD

Results
total charge	+1
energy	-3135.66328	Eh
E_HOMO	-0.293	Eh

XYZ file:
```
159
Properties=species:S:1:pos:R:3:lowdin_charge:R:1
C 25.400 17.638 -11.636 -0.022
C 24.978 17.802 -10.171 -0.424
C 25.732 19.077 -9.665 -0.072
C 25.142 19.409 -8.225 -0.152
C 23.718 19.821 -8.415 -0.144
C 22.775 18.754 -9.020 -0.402
N 23.475 17.993 -10.116 0.098
O 22.707 17.557 -11.053 0.193
C 21.441 19.457 -9.475 0.008
C 22.494 17.713 -7.918 -0.001
C 25.424 16.604 -9.354 -0.014
H 26.426 17.296 -11.774 0.104
H 25.328 18.574 -12.192 0.069
H 24.795 16.882 -12.139 0.084
H 25.538 19.880 -10.378 0.107
H 26.810 18.932 -9.724 0.134
H 25.777 20.200 -7.826 0.123
H 25.230 18.569 -7.536 0.099
H 23.769 20.749 -8.987 0.134
H 23.291 20.141 -7.463 0.134
H 21.073 19.995 -8.600 0.098
H 20.646 18.797 -9.815 0.089
H 21.606 20.269 -10.185 0.082
H 21.795 17.014 -8.389 0.093
H 21.908 18.010 -7.050 0.112
H 23.253 16.958 -7.717 0.081
H 26.477 16.385 -9.524 0.110
H 24.802 15.716 -9.471 0.103
H 25.413 16.727 -8.270 0.074
C 26.831 16.384 -20.510 -0.025
C 27.115 17.526 -21.534 -0.389
C 27.320 16.757 -22.907 -0.091
C 27.491 17.789 -24.055 -0.182
C 26.268 18.629 -24.158 -0.170
C 25.817 19.402 -22.888 -0.393
N 25.939 18.510 -21.674 0.125
O 25.450 18.902 -20.554 0.205
C 24.354 19.824 -23.153 -0.005
C 26.789 20.618 -22.862 0.016
C 28.369 18.221 -21.083 -0.013
H 26.740 16.661 -19.458 0.088
H 27.643 15.659 -20.458 0.108
H 25.903 15.878 -20.779 0.058
H 26.454 16.099 -22.986 0.122
H 28.239 16.173 -22.881 0.130
H 27.570 17.174 -24.952 0.122
H 28.394 18.388 -23.943 0.110
H 25.472 17.935 -24.445 0.128
H 26.318 19.151 -25.115 0.136
H 23.694 18.958 -23.091 0.084
H 24.132 20.387 -24.058 0.103
H 23.994 20.456 -22.339 0.088
H 26.646 21.201 -23.773 0.101
H 27.844 20.355 -22.830 0.081
H 26.526 21.387 -22.135 0.093
H 29.111 17.506 -20.720 0.111
H 28.273 18.785 -20.153 0.086
H 28.975 18.765 -21.807 0.086
C 20.462 17.361 -14.527 -0.096
C 21.430 17.439 -15.685 -0.241
C 22.750 18.009 -15.267 -0.134
N 23.751 18.412 -16.354 -0.174
C 23.167 19.575 -17.208 0.057
C 24.297 17.237 -17.134 -0.075
C 25.449 16.725 -16.261 -0.153
C 26.145 17.933 -15.816 -0.178
C 25.033 18.928 -15.639 -0.079
H 19.424 17.117 -14.750 0.080
H 20.459 18.273 -13.929 0.081
H 20.732 16.570 -13.823 0.072
H 21.003 18.109 -16.436 0.110
H 21.428 16.503 -16.246 0.115
H 23.147 17.234 -14.607 0.128
H 22.663 18.854 -14.583 0.132
H 22.858 20.494 -16.713 0.112
H 22.408 19.204 -17.895 0.093
H 23.979 19.906 -17.858 0.091
H 24.644 17.700 -18.059 0.122
H 23.491 16.570 -17.437 0.112
H 26.008 15.907 -16.718 0.114
H 25.141 16.206 -15.349 0.117
H 26.846 18.399 -16.513 0.106
H 26.742 17.786 -14.916 0.119
H 25.264 19.942 -15.960 0.119
H 24.888 18.848 -14.561 0.108
C 25.661 24.511 -16.237 -0.070
C 26.395 23.482 -15.319 -0.205
C 27.877 23.202 -15.737 -0.093
N 28.560 22.249 -14.737 -0.227
C 28.618 22.795 -13.277 0.053
C 30.012 22.067 -15.245 -0.093
C 30.440 20.686 -14.773 -0.154
C 29.177 19.836 -15.005 -0.126
C 27.997 20.807 -14.721 -0.063
H 24.660 24.714 -15.858 0.080
H 25.649 24.183 -17.275 0.058
H 26.188 25.467 -16.253 0.073
H 25.937 22.526 -15.575 0.085
H 26.262 23.884 -14.317 0.108
H 28.417 24.138 -15.575 0.129
H 28.006 22.988 -16.797 0.125
H 27.596 22.920 -12.924 0.086
H 29.121 23.756 -13.190 0.107
H 29.099 21.964 -12.766 0.103
H 30.623 22.928 -14.979 0.135
H 29.904 22.073 -16.329 0.135
H 30.845 20.531 -13.773 0.113
H 31.219 20.411 -15.485 0.123
H 29.151 18.872 -14.499 0.116
H 29.240 19.646 -16.077 0.112
H 27.566 20.748 -13.724 0.109
H 27.404 20.859 -15.634 0.104
C 19.833 12.925 -20.926 -0.064
C 20.957 12.088 -20.206 -0.222
C 22.326 12.686 -20.560 -0.139
N 23.509 12.205 -19.704 -0.214
C 23.593 10.667 -19.770 0.036
C 23.382 12.729 -18.236 -0.070
C 24.803 13.097 -17.884 -0.167
C 25.422 13.769 -19.068 -0.158
C 24.861 12.872 -20.186 -0.035
H 19.835 13.898 -20.437 0.076
H 18.849 12.488 -20.763 0.073
H 20.040 12.942 -21.995 0.081
H 20.840 11.048 -20.515 0.099
H 20.877 12.018 -19.119 0.102
H 22.338 13.774 -20.463 0.124
H 22.505 12.549 -21.627 0.138
H 24.305 10.448 -18.974 0.104
H 24.054 10.382 -20.715 0.106
H 22.651 10.141 -19.635 0.093
H 22.740 12.182 -17.546 0.134
H 22.832 13.654 -18.418 0.125
H 25.479 12.289 -17.599 0.133
H 24.817 13.802 -17.051 0.113
H 26.510 13.822 -19.018 0.116
H 25.140 14.801 -19.283 0.088
H 25.574 12.052 -20.276 0.131
H 24.568 13.355 -21.116 0.126
O 23.900 22.007 -14.054 0.042
C 24.045 21.203 -12.952 -0.857
O 25.282 21.082 -12.728 -0.081
O 23.151 20.772 -12.249 0.010
H 24.847 22.084 -13.807 0.018
O 26.013 21.972 -18.524 0.027
C 27.199 21.312 -18.746 -0.852
O 28.002 21.948 -19.496 -0.072
O 27.462 20.166 -18.332 -0.049
H 26.391 22.723 -19.009 0.084
O 21.392 17.462 -21.577 0.062
C 22.510 16.900 -21.041 -0.888
O 22.543 16.951 -19.797 -0.073
O 23.427 16.475 -21.742 -0.040
H 21.027 17.636 -20.699 0.086
O 28.910 15.259 -16.433 0.015
C 29.539 14.195 -17.001 -0.884
O 30.754 14.044 -16.744 -0.062
O 28.877 13.341 -17.642 -0.085
H 29.708 15.443 -15.914 0.079
```